Computed, not measured: a molecular structure, C49H37ClN3O3Re in a non-equilibrium geometry, with wB97M-V/def2-TZVPD.

Each line ends with the Löwdin spin population.
Atoms and positions in Å:
Re 0.5393 0.0219 -0.2687  0.79
O 0.2664 -0.0806 -2.0878  0.09
C -0.5861 -0.4811 -3.1184  0.01
C -2.0391 -0.3449 -2.6289  0.00
C -2.4154 -0.9583 -1.3139  0.00
C -3.5828 -1.7063 -1.2665  0.00
C -4.1018 -2.0985 -0.0474  0.00
C -3.4541 -1.6822 1.0967  0.00
C -2.2681 -0.9667 0.9969  0.00
C -1.5744 -0.5827 2.2632  0.00
C -1.0258 0.8550 2.2644  0.01
O -0.0666 1.0360 1.2611  0.05
C -2.1999 1.8246 2.0747  0.00
C -3.0176 2.1560 3.1498  0.00
C -4.0669 3.0447 2.9775  0.00
C -4.3159 3.6021 1.7320  0.00
C -3.5188 3.2557 0.6532  0.00
C -2.4643 2.3706 0.8244  0.00
C -0.3157 1.1649 3.5887  0.00
C -0.1415 0.2490 4.6175  0.00
C 0.5387 0.6189 5.7730  0.00
C 1.0544 1.8972 5.9077  0.00
C 0.8882 2.8136 4.8768  0.00
C 0.2092 2.4484 3.7277  0.00
N -1.7364 -0.6441 -0.1934  0.00
C -0.5142 0.5549 -4.2628  0.00
C -1.0917 0.2999 -5.5008  0.00
C -1.2576 1.3254 -6.4195  0.00
C -0.8147 2.6074 -6.1345  0.00
C -0.1705 2.8511 -4.9325  0.00
C -0.0416 1.8365 -3.9949  0.00
C -0.1878 -1.8762 -3.5931  0.00
C -1.0627 -2.7074 -4.2850  0.00
C -0.6252 -3.9190 -4.7989  0.00
C 0.6825 -4.3337 -4.6072  0.00
C 1.5519 -3.5280 -3.8890  0.00
C 1.1187 -2.3113 -3.3874  0.00
H -2.7119 -0.6998 -3.4049  0.00
H -2.2018 0.7325 -2.5189  0.00
H -4.0896 -1.9547 -2.1876  0.00
H -5.0093 -2.6836 0.0074  0.00
H -3.8428 -1.9151 2.0770  0.00
H -0.7458 -1.2762 2.4135  0.00
H -2.2736 -0.6960 3.0895  0.00
H -2.8202 1.7364 4.1287  0.00
H -4.6880 3.3127 3.8217  0.00
H -5.1222 4.3121 1.6071  0.00
H -3.7106 3.6837 -0.3221  0.00
H -1.8228 2.1166 -0.0089  0.00
H -0.5328 -0.7571 4.5476  0.00
H 0.6542 -0.0995 6.5746  0.00
H 1.5741 2.1803 6.8133  0.00
H 1.2791 3.8182 4.9709  0.00
H 0.0738 3.1576 2.9211  0.00
H -1.4333 -0.6947 -5.7510  0.00
H -1.7632 1.1299 -7.3555  0.00
H -0.9770 3.4134 -6.8365  0.00
H 0.2152 3.8373 -4.7103  0.00
H 0.3944 2.0576 -3.0299  0.00
H -2.0985 -2.4263 -4.4236  0.00
H -1.3142 -4.5372 -5.3588  0.00
H 1.0157 -5.2811 -5.0079  0.00
H 2.5752 -3.8377 -3.7238  0.00
H 1.8066 -1.6997 -2.8213  0.00
Cl 0.6732 -4.9382 5.3774  0.00
C 0.7096 -4.1525 3.8359  0.00
C 0.1071 -4.7644 2.7204  0.00
C 0.0972 -4.1352 1.5084  0.00
C 0.6740 -2.8450 1.3128  0.00
O 0.5901 -2.2935 0.1584  0.01
C 1.3261 -2.2667 2.4513  0.00
C 2.0553 -1.0618 2.3730  0.00
N 2.0846 -0.2450 1.3714  0.00
C 3.0481 0.7670 1.3140  0.00
C 3.7510 1.3200 2.3596  0.00
C 4.8074 2.2129 2.1129  0.00
C 5.1941 2.5186 0.8369  0.00
C 4.4770 1.9917 -0.2588  0.00
C 4.8230 2.2154 -1.6081  0.00
C 4.0404 1.6824 -2.5970  0.00
C 2.8714 0.9938 -2.2484  0.00
N 2.5223 0.7627 -0.9991  0.00
C 3.3464 1.1873 -0.0017  0.00
C 1.3259 -2.9457 3.6920  0.00
H -0.3610 -5.7322 2.8393  0.00
H -0.3559 -4.5991 0.6421  0.00
H 2.6944 -0.8512 3.2302  0.00
H 3.4925 1.0825 3.3831  0.00
H 5.3398 2.6380 2.9521  0.00
H 6.0354 3.1695 0.6424  0.00
H 5.7034 2.7999 -1.8402  0.00
H 4.2817 1.7945 -3.6437  0.00
H 2.2093 0.6329 -3.0227  0.00
H 1.8140 -2.4812 4.5401  0.00

Values from the calculation:
- Multiplicity: 2
- Kohn-Sham gap (spin up / spin down): 6.443 / 6.501 eV
- Total charge: +1
- ΔE to the lowest compared entry with this formula, charge and spin: 60.5 kcal per mole
- Expectation value of S²: 0.7776
- Highest occupied orbital energy (spin up / spin down): -10.08 / -10.06 eV


Computed, not measured: a molecular structure, C49H38Cl3N4O2PS5Sc in a non-equilibrium geometry, with wB97M-V/def2-TZVPD.

Each line ends with the Mulliken charge.
Atoms and positions in Å:
Sc 0.8116 -0.1609 -0.2919  -0.42
N 2.3341 -0.8588 3.9451  0.19
C 1.6684 -1.9070 4.6266  -0.52
C 1.9941 -2.1852 5.9405  -0.70
C 1.3380 -3.2057 6.6194  -0.62
C 0.3494 -3.9345 5.9829  -0.84
C 0.0188 -3.6450 4.6633  -0.78
C 0.6835 -2.6408 3.9842  0.93
S 0.2625 -2.3318 2.2920  -0.19
N 1.0865 -0.8727 1.9577  0.16
C 1.9713 -0.3697 2.7364  0.86
C 2.6802 0.8526 2.2554  0.41
C 3.8518 1.3042 2.8371  -1.08
C 4.4950 2.4077 2.2988  -1.11
C 3.9282 3.0367 1.2094  -1.09
C 2.7505 2.5225 0.6957  -0.51
N 2.1411 1.4459 1.1849  1.04
H 2.9998 -0.3395 4.4867  0.09
H 2.7686 -1.6108 6.4399  0.43
H 1.6061 -3.4247 7.6440  0.40
H -0.1698 -4.7265 6.5056  0.41
H -0.7510 -4.2133 4.1507  0.53
H 4.2986 0.7943 3.6796  0.65
H 5.4232 2.7623 2.7265  0.46
H 4.3890 3.9010 0.7516  0.54
H 2.2732 3.0003 -0.1474  0.20
O 1.3989 -0.4738 -2.1491  0.86
N 2.5507 -0.6204 -2.7867  0.18
C 2.5240 -0.6481 -4.1373  -0.31
C 3.6810 -0.7941 -4.8431  -0.98
C 4.8844 -0.9323 -4.1379  -0.33
C 4.8812 -0.9142 -2.7668  -1.09
C 3.6834 -0.7388 -2.0504  0.76
S 3.5451 -0.6409 -0.3599  -0.46
H 1.5412 -0.5540 -4.5756  0.46
H 3.6508 -0.8035 -5.9227  0.51
H 5.8159 -1.0525 -4.6766  0.43
H 5.7870 -1.0311 -2.1902  0.53
Cl 1.1933 2.2625 -2.4435  0.13
C 0.6175 3.8142 -1.9191  0.04
C 1.1048 4.9562 -2.5317  -0.58
C 0.6358 6.1898 -2.1117  -0.72
C -0.2952 6.2603 -1.0860  -0.81
C -0.7686 5.1031 -0.4862  -0.94
C -0.3305 3.8456 -0.8987  0.20
P -1.0425 2.2653 -0.2226  0.86
C -1.6084 2.9067 1.4060  0.61
C -2.8399 3.5246 1.6123  -0.48
C -3.1814 4.0099 2.8685  -0.86
C -2.3003 3.8870 3.9316  -0.73
C -1.0659 3.2835 3.7333  -0.59
C -0.7254 2.7968 2.4796  -0.40
C -2.5682 2.2156 -1.2636  0.79
C -2.5046 2.6478 -2.5902  -0.39
C -3.6154 2.5780 -3.4174  -0.82
C -4.8092 2.0552 -2.9427  -0.65
C -4.8854 1.6215 -1.6279  -0.92
C -3.7773 1.7012 -0.7950  -0.64
H 1.8282 4.8722 -3.3327  0.56
H 0.9978 7.0914 -2.5887  0.39
H -0.6654 7.2222 -0.7555  0.44
H -1.4929 5.1842 0.3117  0.44
H -3.5374 3.6400 0.7934  0.56
H -4.1437 4.4858 3.0130  0.45
H -2.5735 4.2602 4.9111  0.40
H -0.3683 3.1856 4.5562  0.45
H 0.2321 2.3187 2.3313  0.03
H -1.5864 3.0523 -2.9927  0.33
H -3.5472 2.9394 -4.4366  0.46
H -5.6726 1.9819 -3.5921  0.41
H -5.8146 1.2238 -1.2388  0.47
H -3.8738 1.3692 0.2296  0.59
Cl -2.0572 -0.2255 1.3044  0.34
C -3.2354 -0.9237 2.4296  -0.67
Cl -3.8197 0.2761 3.5890  -0.16
H -2.7328 -1.7206 2.9639  0.31
H -4.0711 -1.2909 1.8505  0.41
O -0.1584 -1.7378 -0.3812  2.38
C -0.5105 -2.7897 -1.2701  2.06
C 0.7316 -3.3619 -1.9422  -0.65
C 0.9636 -3.5636 -3.2683  -0.57
C 2.2648 -4.0851 -3.5329  -0.78
C 2.9903 -4.2635 -2.3963  -0.68
S 2.1041 -3.8110 -1.0030  0.12
C -1.4709 -2.2808 -2.3408  -0.99
C -2.5134 -2.9415 -2.9122  -0.20
C -3.2161 -2.1573 -3.8761  -1.22
C -2.7007 -0.9083 -3.9995  -0.57
S -1.3346 -0.6853 -2.9869  0.41
C -1.2012 -3.8992 -0.4734  -0.44
C -0.8314 -5.1944 -0.2739  -0.76
C -1.7350 -5.9182 0.5628  -0.74
C -2.7780 -5.1574 0.9808  -0.75
S -2.6790 -3.5658 0.3539  0.09
H 0.2262 -3.3635 -4.0359  0.66
H 2.6359 -4.3091 -4.5245  0.47
H 3.9947 -4.6478 -2.2933  0.53
H -2.7785 -3.9585 -2.6535  0.68
H -4.0702 -2.5181 -4.4343  0.47
H -3.0220 -0.1088 -4.6511  0.56
H 0.0552 -5.6355 -0.7035  0.67
H -1.6009 -6.9585 0.8294  0.42
H -3.6115 -5.4434 1.6063  0.50

Values from the calculation:
- Kohn-Sham gap: 6.992 eV
- Total charge: +1
- ΔE to the lowest compared entry with this formula, charge and spin: 18.7 kcal per mole
- Highest occupied orbital energy: -9.76 eV


Computed, not measured: a molecular structure, C49H39InN14O4S in a non-equilibrium geometry, with wB97M-V/def2-TZVPD.

Each line ends with the Mulliken charge.
Atoms and positions in Å:
In 0.3103 -0.4209 1.1626  1.28
C 6.3748 1.1230 -1.2179  -0.80
C 6.3014 -0.1489 -1.7289  -0.92
C 5.2397 -1.0762 -1.4133  -0.06
C 4.3668 -0.6131 -0.5403  0.48
C 3.0990 -1.2148 0.0254  -0.03
N 2.5887 -2.4098 -0.4136  -0.29
C 1.5491 -3.0816 -0.0034  -0.18
C 1.1147 -4.3505 -0.3989  1.19
C 1.7396 -5.2870 -1.2780  -0.96
C 1.0243 -6.4057 -1.5492  -0.46
C -0.2098 -6.7295 -1.0485  -0.46
C -0.6926 -6.0473 0.0743  -0.82
C 0.0139 -4.8587 0.3537  0.14
C -0.3502 -3.5934 1.0498  0.33
N -1.5139 -3.5353 1.7391  -0.55
C -1.6761 -2.3759 2.5136  0.58
N -0.8008 -1.4661 2.7843  -0.29
C -1.2774 -0.5587 3.7734  -0.42
N -0.8958 0.5417 4.2645  -0.44
C 0.2034 1.1785 3.8430  -0.33
N 1.0343 0.7595 2.8223  0.01
C 2.2266 1.6323 2.9306  -0.79
N 3.2551 1.6905 2.0154  -0.40
C 3.3643 0.7167 1.1251  -0.25
N 2.5859 -0.3931 0.9268  -0.46
C 4.3811 0.7046 0.0195  0.48
C 5.4295 1.5803 -0.2862  -0.34
C 2.0396 2.6153 3.8137  0.61
C 2.7882 3.6803 4.2503  0.10
C 2.3584 4.3223 5.3328  -0.72
C 1.0521 4.1984 5.9434  -0.82
C 0.4020 3.0680 5.6134  -0.42
C 0.7859 2.2881 4.4187  0.33
C -2.5147 -1.2119 4.2560  0.57
C -3.3754 -0.9247 5.3400  -0.18
C -4.4579 -1.7070 5.5881  -0.77
C -4.6811 -2.8579 4.8272  -0.42
C -3.8368 -3.2510 3.7909  -0.50
C -2.8453 -2.3000 3.4918  0.11
N 0.5955 -2.6213 0.8578  -0.37
H 6.8930 1.9164 -1.7152  0.35
H 6.9636 -0.6057 -2.3936  0.49
H 5.0505 -2.0504 -1.8245  0.61
H 2.6033 -4.9723 -1.7878  0.66
H 1.2928 -7.1067 -2.2932  0.40
H -0.7626 -7.5914 -1.4823  0.37
H -1.6522 -6.2323 0.5339  0.50
H 5.2378 2.6550 -0.0053  0.28
H 3.6626 4.0003 3.6542  0.44
H 2.9245 5.1343 5.7599  0.35
H 0.8741 4.9059 6.7246  0.52
H -0.5074 2.7802 6.1618  0.39
H -3.0831 -0.0580 5.9349  0.51
H -5.1120 -1.4459 6.4143  0.41
H -5.5396 -3.4717 5.1136  0.38
H -3.9533 -4.1926 3.1513  0.38
S -1.7894 1.3049 1.0726  -0.43
C -1.1528 2.8398 1.3137  0.16
N -1.6898 3.4928 2.3954  -0.14
C -1.1349 4.7327 2.9474  0.00
C -0.6519 5.4660 1.7009  -0.99
C 0.3448 4.6704 0.9101  -0.50
N -0.1392 3.3466 0.6529  0.30
H -2.2040 2.8452 2.9207  0.31
H -0.3314 4.4868 3.6564  -0.20
H -1.9536 5.2133 3.4590  0.46
H -0.1605 6.3819 2.0419  0.43
H -1.4724 5.6523 1.0475  0.36
H 1.2101 4.5497 1.5574  0.21
H 0.5311 5.0289 -0.0779  0.48
H 0.2670 2.6714 -0.0686  -0.13
C -5.1835 0.5689 -3.4179  -1.37
C -4.1941 -0.3979 -4.1362  0.85
C -2.9513 0.4123 -4.5931  -1.56
C -3.8604 -1.6569 -3.2863  -1.27
N -3.3235 -1.4748 -1.9368  0.96
C -2.1019 -1.1812 -1.5913  -0.81
N -2.0241 -1.2659 -0.2884  0.73
N -3.2418 -1.6575 0.1563  -0.26
N -4.0377 -1.7970 -0.8276  -1.13
H -5.2403 1.5656 -3.8607  0.38
H -4.9446 0.6039 -2.3437  0.26
H -6.1184 0.0518 -3.4478  0.38
H -4.5817 -0.8624 -5.0436  0.29
H -2.4085 0.9875 -3.8655  0.32
H -3.2692 1.1965 -5.2716  0.46
H -2.2081 -0.2426 -5.1414  0.34
H -3.2476 -2.3674 -3.8348  0.46
H -4.7956 -2.1905 -3.1476  0.39
H -1.2166 -0.8892 -2.2391  0.33
O 1.2641 1.9639 -1.3746  -0.95
C 1.0552 0.8150 -1.6518  0.08
O 0.4491 -0.0719 -0.9765  1.28
C 1.3908 0.3774 -3.0712  0.37
C 1.5573 -0.9809 -3.3380  0.53
C 1.8535 -1.4579 -4.6181  -1.73
C 1.8602 -0.4639 -5.5842  0.59
O 2.3769 -0.5760 -6.8210  -0.50
C 1.9595 0.5605 -7.5325  -0.14
O 1.9237 1.5919 -6.4742  -0.52
C 1.6200 0.9041 -5.3882  0.49
C 1.4039 1.3177 -4.0580  -0.96
H 1.3796 -1.7568 -2.5701  -0.01
H 2.1607 -2.4281 -4.8208  0.59
H 0.9836 0.4660 -7.9893  0.26
H 2.6584 0.9353 -8.2465  0.24
H 1.3913 2.3934 -3.9135  0.44

Values from the calculation:
- Kohn-Sham gap (spin up / spin down): 4.810 / 4.809 eV
- ΔE to the lowest compared entry with this formula, charge and spin: 47.1 kcal per mole
- Highest occupied orbital energy (spin up / spin down): -6.37 / -6.37 eV


Computed, not measured: a molecular structure, C49H40CrF5N8O2Sb, with wB97M-V/def2-TZVPD.

Each line ends with the Löwdin spin population.
Atoms and positions in Å:
Cr -0.0954 -1.5874 -0.3368  3.67
C -2.7455 0.1605 5.4702  0.00
C -3.9747 -0.2323 4.8752  0.01
C -4.0388 -0.6620 3.5755  0.00
C -2.8498 -0.6978 2.8174  0.01
C -2.5369 -1.0902 1.4997  0.01
N -3.4350 -1.6268 0.6339  0.00
C -3.2119 -2.0674 -0.5365  0.00
C -4.1617 -2.8107 -1.3691  0.00
C -5.5387 -2.9281 -1.2671  0.00
C -6.1968 -3.7582 -2.1674  0.00
C -5.4853 -4.4694 -3.1334  0.00
C -4.1018 -4.3671 -3.2206  0.00
C -3.4486 -3.5225 -2.3374  0.00
C -2.0164 -3.2690 -2.1582  0.01
N -1.0755 -3.9997 -2.5878  0.00
C 0.2462 -3.9392 -2.2860  0.01
N 0.8502 -3.0677 -1.4038  0.00
C 2.1396 -3.4269 -1.2602  0.02
N 3.0893 -2.8459 -0.4433  0.00
C 2.7687 -2.0035 0.4734  0.01
N 1.5259 -1.5329 0.8360  0.01
C 1.6374 -0.7289 1.9385  0.01
N 0.7100 -0.1949 2.6622  0.01
C -0.6245 -0.4621 2.4188  0.02
N -1.1800 -0.9130 1.2817  0.00
C -1.6255 -0.2992 3.4130  0.00
C -1.5778 0.1235 4.7512  0.00
C 3.0754 -0.5942 2.2731  0.00
C 3.7291 0.1341 3.2496  0.00
C 5.1167 0.0579 3.2874  0.00
C 5.8180 -0.7334 2.3761  0.00
C 5.1506 -1.4719 1.4054  0.00
C 3.7713 -1.3860 1.3729  0.00
C 2.4175 -4.5458 -2.0910  0.00
C 3.5777 -5.3049 -2.3147  0.00
C 3.5095 -6.3739 -3.1720  0.00
C 2.2888 -6.7096 -3.8165  0.00
C 1.1457 -5.9827 -3.6103  0.00
C 1.1981 -4.8763 -2.7374  0.00
N -1.9391 -2.0924 -1.2702  0.01
H -2.7395 0.4921 6.5022  0.00
H -4.8802 -0.1929 5.4713  0.00
H -4.9785 -0.9656 3.1294  0.00
H -6.0743 -2.3854 -0.4987  0.00
H -7.2749 -3.8561 -2.1172  0.00
H -6.0185 -5.1123 -3.8239  0.00
H -3.5359 -4.9282 -3.9530  0.00
H -0.6318 0.4202 5.1893  0.00
H 3.1697 0.7459 3.9462  0.00
H 5.6655 0.6267 4.0293  0.00
H 6.9005 -0.7643 2.4238  0.00
H 5.6772 -2.0853 0.6857  0.00
H 4.5003 -5.0365 -1.8139  0.00
H 4.3916 -6.9739 -3.3653  0.00
H 2.2674 -7.5618 -4.4876  0.00
H 0.2167 -6.2430 -4.1037  0.00
C -2.7075 3.1963 3.0470  0.00
C -1.3029 3.7660 2.8538  0.00
C -1.3616 5.2884 2.8995  0.00
Sb -0.3963 2.8302 1.0757  0.00
C 1.6630 3.1032 1.7297  0.00
C 2.6406 2.4748 0.7435  0.00
C 2.0675 4.5311 2.0746  0.00
C -0.5701 4.5970 -0.1943  0.00
C 0.4010 4.5535 -1.3680  0.00
C -2.0080 4.6866 -0.6982  0.00
H -3.1573 3.5505 3.9832  0.00
H -2.7179 2.1069 3.0647  0.00
H -3.3673 3.5128 2.2312  0.00
H -0.6643 3.4116 3.6720  0.00
H -2.0279 5.6790 2.1247  0.00
H -0.3909 5.7653 2.7586  0.00
H -1.7624 5.6289 3.8634  0.00
H 1.6698 2.5067 2.6492  0.00
H 2.6522 3.0090 -0.2104  0.00
H 2.3805 1.4450 0.5112  0.00
H 3.6610 2.4936 1.1451  0.00
H 1.9598 5.2040 1.2187  0.00
H 3.1227 4.5611 2.3749  0.00
H 1.4800 4.9409 2.8978  0.00
H -0.3494 5.4710 0.4247  0.00
H 0.2323 3.6689 -1.9843  0.00
H 1.4423 4.5291 -1.0443  0.00
H 0.2746 5.4325 -2.0134  0.00
H -2.2343 3.8419 -1.3554  0.00
H -2.1725 5.6038 -1.2777  0.00
H -2.7405 4.6709 0.1135  0.00
C -2.3719 0.3791 -1.5782  0.01
C -1.6746 -0.8676 -2.0427  0.03
O -1.0089 -0.9633 -3.0406  0.07
H -1.7924 1.2234 -1.9273  0.00
H -2.4856 0.4323 -0.4994  0.00
H -3.3634 0.3752 -2.0431  0.00
F 4.0135 1.4999 -5.5463  0.00
C 3.2024 1.2988 -4.4821  0.00
C 1.8768 1.6893 -4.5120  0.00
F 1.3928 2.2917 -5.6166  0.00
C 1.0541 1.4815 -3.4258  0.00
F -0.2081 1.9513 -3.5248  0.00
C 1.4750 0.8641 -2.2141  0.00
O 0.7187 0.6903 -1.1955  0.04
C 2.8503 0.5115 -2.2380  0.00
F 3.3962 -0.0540 -1.1442  0.00
C 3.6772 0.7122 -3.3242  0.00
F 4.9702 0.3424 -3.2607  0.00

Values from the calculation:
- Multiplicity: 5
- Kohn-Sham gap (spin up / spin down): 5.235 / 5.163 eV
- Total charge: -2
- ΔE to the lowest compared entry with this formula, charge and spin: 0.0 kcal per mole
- Expectation value of S²: 6.0191
- Highest occupied orbital energy (spin up / spin down): -1.09 / -1.17 eV